[1]
This record from the Open Molecules 2025 dataset describes C7H22KN2O4 as an isolated structure in a non-equilibrium geometry. The level of theory is wB97M-V/def2-TZVPD.

The geometry in XYZ format:
```
36
Properties=species:S:1:pos:R:3:forces:R:3
K 0.047 -0.001 0.549 -1.524 -10.136 4.167
C 0.281 -1.528 -1.958 -0.075 -0.282 -0.790
C -0.799 -2.262 -1.170 1.340 -1.823 -3.320
O -0.680 -1.774 0.094 -1.848 -7.664 -0.090
H 0.035 -0.475 -1.820 0.138 -0.050 -1.002
H 0.398 -1.846 -2.994 -0.651 0.326 -0.183
H 1.292 -1.648 -1.570 -0.566 -0.314 0.109
H -0.663 -3.340 -1.253 0.296 -0.206 0.355
H -1.761 -2.161 -1.673 -0.447 0.691 0.457
H -0.467 -2.509 0.673 -0.254 -0.274 0.187
C -2.395 -1.168 1.831 0.212 0.755 -0.461
C -2.555 -0.239 0.581 -1.804 -1.527 0.815
O -1.880 0.966 0.779 -2.354 2.169 0.328
H -2.806 -0.704 2.728 -0.415 -0.052 -0.168
H -1.337 -1.306 2.056 -0.272 0.000 0.269
H -2.817 -2.156 1.649 -0.182 0.117 0.091
H -3.624 -0.099 0.426 -0.064 0.279 -0.006
H -2.170 -0.701 -0.328 -0.709 0.336 0.353
H -2.533 1.666 0.857 0.018 0.141 0.086
C 2.477 -1.452 0.390 0.668 -0.013 0.491
C 2.853 -0.253 -0.506 0.267 -1.967 1.134
O 1.656 0.465 -0.658 4.973 0.998 -4.136
H 2.547 -1.102 1.420 0.196 -0.292 0.221
H 3.141 -2.303 0.236 0.115 0.132 0.188
H 1.457 -1.822 0.280 0.631 0.035 -0.324
H 3.307 -0.591 -1.438 -0.264 0.056 -0.299
H 3.614 0.312 0.031 0.012 0.290 -0.093
H 1.909 1.077 -1.353 -0.476 0.655 -0.109
C 0.268 2.832 0.423 -0.475 1.164 -1.418
O 0.476 1.670 0.636 3.526 14.017 2.458
N 0.533 3.868 1.134 1.752 2.727 4.337
N -0.310 3.262 -0.683 -1.334 -0.613 -2.850
H 0.952 3.728 2.042 -0.059 0.402 -0.125
H 0.297 4.796 0.815 0.214 -0.247 0.581
H -0.435 2.541 -1.379 -0.290 0.792 -0.406
H -0.306 4.258 -0.848 -0.294 -0.622 -0.848
```
Forces are in eV/Å.

Energy relative to the best compared isomer or geometry (same formula, charge and spin) (eV): 10.616
Largest force on an atom (eV/Å): 14.66
HOMO energy (eV): -13.07
Net charge: +1
LUMO level (Ha): -0.094

---

[2]
This record from the Open Molecules 2025 dataset describes a 7-piece molecular cluster, C7H22O6 overall. The level of theory is wB97M-V/def2-TZVPD.

The geometry in XYZ format:
```
35
Properties=species:S:1:pos:R:3:forces:R:3
C -2.681 0.665 -1.292 -0.289 -0.061 -0.239
C -2.013 1.640 -0.692 0.256 -0.118 0.410
C -1.103 1.432 0.461 -0.405 0.025 -0.708
C -0.139 0.512 0.442 0.413 0.094 0.617
C 0.815 0.259 1.556 -0.007 0.027 -0.117
C 1.432 1.253 2.189 0.137 0.100 0.123
C 1.074 -1.179 1.905 0.105 -0.250 0.162
H -3.357 0.871 -2.114 0.023 0.117 -0.018
H -2.624 -0.373 -0.983 0.118 0.019 0.154
H -2.139 2.672 -0.997 -0.148 0.072 -0.097
H -1.297 2.085 1.306 0.284 -0.126 0.175
H 0.025 -0.090 -0.443 -0.232 -0.077 -0.076
H 1.267 2.284 1.916 -0.056 0.120 -0.080
H 2.135 1.077 2.998 -0.079 -0.098 -0.078
H 0.196 -1.657 2.347 -0.088 0.040 -0.008
H 1.321 -1.776 1.027 -0.024 0.023 -0.134
H 1.889 -1.286 2.625 -0.043 0.109 -0.041
O 2.862 -0.392 -1.098 0.003 -0.081 -0.269
H 2.881 -0.262 -0.144 -0.089 -0.070 -0.015
H 2.223 -1.112 -1.288 0.173 0.052 0.329
O 1.372 1.582 -2.321 0.070 -0.146 -0.379
H 2.031 0.935 -1.987 -0.055 0.260 0.222
H 1.050 2.054 -1.550 -0.002 -0.036 0.123
O -1.691 -2.476 0.116 -0.348 0.343 0.531
H -1.565 -1.763 0.764 -0.079 -0.365 -0.354
H -0.882 -2.480 -0.400 0.429 -0.008 -0.213
O -1.623 1.010 3.660 0.097 -0.014 0.117
H -0.753 1.253 3.997 -0.051 0.079 0.067
H -1.404 0.362 2.984 -0.127 -0.042 -0.093
O -0.362 -0.415 -3.187 0.451 0.334 0.024
H -1.248 -0.117 -2.954 0.029 -0.007 0.031
H 0.221 0.370 -3.004 -0.370 -0.325 -0.066
O 0.785 -2.235 -1.565 -0.121 -0.014 -0.271
H 0.989 -3.044 -2.048 0.041 -0.027 0.096
H 0.313 -1.661 -2.226 -0.019 0.049 0.075
```
Forces are in eV/Å.

Energy relative to the best compared isomer or geometry (same formula, charge and spin) (eV): 0.531
Largest force on an atom (eV/Å): 0.82
Structure (SMILES): C=C/C=C/C(=C)C.O.O.O.O.O.O
HOMO energy (eV): -9.45
LUMO level (Ha): 0.013

---

[3]
This record from the Open Molecules 2025 dataset describes C7H23AgO9P as an isolated structure in a non-equilibrium geometry. The level of theory is wB97M-V/def2-TZVPD.

The geometry in XYZ format:
```
41
Properties=species:S:1:pos:R:3:forces:R:3
Ag -0.086 0.747 0.265 0.973 0.109 0.042
P -1.552 2.100 2.275 0.591 1.741 0.322
O -2.381 3.348 2.017 -0.359 -0.647 -0.230
O -0.109 2.433 1.593 -0.160 -0.457 0.063
O -1.938 0.835 1.413 -0.393 -0.144 -0.480
O -1.385 1.722 3.725 0.070 -0.470 0.246
C 2.291 0.236 -3.087 0.077 -0.383 -0.295
C 2.658 -0.155 -1.650 -0.671 -0.426 0.229
C 4.168 -0.046 -1.470 0.556 -0.390 0.089
O 2.015 0.567 -0.729 -0.391 0.716 0.488
H 2.862 -0.361 -3.818 -0.006 0.180 -0.018
H 2.493 1.302 -3.225 -0.042 0.010 -0.073
H 1.233 0.031 -3.257 -0.060 0.171 0.040
H 2.365 -1.243 -1.547 0.382 -0.125 -0.267
H 4.444 -0.375 -0.464 -0.092 0.094 0.002
H 4.473 1.000 -1.575 -0.025 -0.016 -0.049
H 4.730 -0.674 -2.181 -0.033 0.141 -0.043
C -0.725 2.424 -2.801 -0.133 0.042 -0.456
O -0.807 2.326 -1.410 -0.294 0.223 -0.220
H -0.777 1.418 -3.232 0.014 0.059 0.062
H -1.546 3.014 -3.233 0.075 -0.017 0.044
H 0.229 2.860 -3.119 -0.023 0.044 0.061
H -1.384 2.988 -1.016 0.086 0.013 0.210
C -2.698 -1.393 3.705 0.109 -0.282 -0.117
O -2.427 -1.561 2.328 -0.098 -0.195 0.264
H -2.768 -2.388 4.171 -0.004 0.069 -0.095
H -1.912 -0.824 4.210 -0.082 0.134 -0.043
H -3.650 -0.875 3.880 0.037 0.072 -0.003
H -2.186 -0.654 1.979 -0.011 0.152 0.018
C -2.205 -1.193 -1.087 -0.334 -0.030 -0.449
O -0.797 -1.224 -0.916 -0.088 -0.302 -0.429
H -2.475 -0.178 -1.377 -0.016 0.029 0.282
H -2.512 -1.849 -1.918 0.044 -0.016 0.164
H -2.723 -1.478 -0.172 -0.037 0.083 0.051
H -0.489 -2.108 -1.120 0.250 0.013 0.188
C 1.018 -2.112 1.985 -0.116 -0.092 -0.082
O 0.660 -0.752 2.038 0.534 -0.484 0.501
H 1.750 -2.244 1.181 -0.026 0.065 0.023
H 1.469 -2.467 2.919 0.011 0.036 -0.020
H 0.140 -2.736 1.769 0.024 0.066 0.070
H 0.534 -0.464 2.948 -0.336 0.219 -0.091
```
Forces are in eV/Å.

Largest force on an atom (eV/Å): 1.87
HOMO energy (alpha / beta) (eV): -0.89 / -0.76
Net charge: -2
2S+1: 2
LUMO level (alpha / beta) (Ha): 0.188 / 0.188

---

[4]
This record from the Open Molecules 2025 dataset describes C7H23ClIOP2Ru as an isolated structure in a non-equilibrium geometry. The level of theory is wB97M-V/def2-TZVPD.

The geometry in XYZ format:
```
36
Properties=species:S:1:pos:R:3:forces:R:3
C -0.637 -2.270 -2.430 0.117 1.254 -1.154
I -0.246 -0.089 -1.891 -0.762 -2.015 -4.675
H -0.762 -2.956 -1.604 0.112 0.372 0.414
H 0.223 -2.454 -3.080 -0.399 -0.253 0.185
H -1.553 -2.041 -2.985 0.327 -0.608 0.110
Ru 0.052 0.217 0.646 0.694 -0.701 2.984
P 2.066 -0.706 0.015 1.821 -0.355 -0.852
C 3.054 0.140 -1.244 0.402 -0.113 -0.618
C 2.557 -0.115 1.627 0.746 0.040 0.546
H 2.882 -0.972 2.217 -0.047 0.192 0.321
H 3.265 -2.722 0.258 -0.077 -0.211 -0.057
H 1.675 0.359 2.119 1.074 -0.126 0.384
H 1.511 -2.909 0.641 0.345 0.005 -0.256
H 3.067 1.231 -1.060 -0.029 -0.523 -0.047
H 3.387 0.586 1.496 -0.169 0.059 0.383
C 2.247 -2.481 -0.056 0.088 -0.369 -0.123
H 4.081 -0.243 -1.253 -0.077 0.171 0.101
H 2.080 -2.861 -1.074 0.052 0.105 0.324
H 2.638 -0.038 -2.258 0.249 0.109 0.686
P -2.109 0.780 0.255 -2.859 1.070 -1.514
C -2.476 2.120 -0.951 -0.367 0.036 -0.284
C -3.378 -0.499 0.265 -0.252 -0.288 -0.109
H -0.910 1.250 2.229 -0.664 0.614 0.748
H -2.651 0.987 2.536 0.121 0.056 0.338
H -2.137 2.540 1.822 0.198 -0.033 0.353
C -1.936 1.467 1.871 -0.677 0.815 0.964
H -2.994 -1.309 0.910 -0.340 0.309 -0.282
H -4.306 -0.081 0.684 0.218 -0.175 -0.129
H -3.513 2.482 -0.854 0.358 -0.049 0.100
H -2.350 1.760 -1.999 -0.150 0.260 0.888
H -3.588 -0.892 -0.747 0.176 0.249 0.481
H -1.776 2.963 -0.786 -0.362 -0.406 -0.061
Cl -0.490 -1.621 1.966 0.032 0.172 -0.175
O 0.897 2.427 0.909 -0.936 0.724 -0.090
H 0.314 3.225 0.901 0.833 -0.676 0.063
H 1.812 2.723 0.900 0.203 0.287 0.054
```
Forces are in eV/Å.

Energy relative to the best compared isomer or geometry (same formula, charge and spin) (eV): 0.000
Largest force on an atom (eV/Å): 5.15
HOMO energy (alpha / beta) (eV): -13.15 / -16.12
Net charge: +2
2S+1: 6
LUMO level (alpha / beta) (Ha): -0.262 / -0.344

---

The lowest largest force on an atom belongs to which entry? C7H22O6

---

Repeat the fourth record exactly.
This record from the Open Molecules 2025 dataset describes C7H23ClIOP2Ru as an isolated structure in a non-equilibrium geometry. The level of theory is wB97M-V/def2-TZVPD.

The geometry in XYZ format:
```
36
Properties=species:S:1:pos:R:3:forces:R:3
C -0.637 -2.270 -2.430 0.117 1.254 -1.154
I -0.246 -0.089 -1.891 -0.762 -2.015 -4.675
H -0.762 -2.956 -1.604 0.112 0.372 0.414
H 0.223 -2.454 -3.080 -0.399 -0.253 0.185
H -1.553 -2.041 -2.985 0.327 -0.608 0.110
Ru 0.052 0.217 0.646 0.694 -0.701 2.984
P 2.066 -0.706 0.015 1.821 -0.355 -0.852
C 3.054 0.140 -1.244 0.402 -0.113 -0.618
C 2.557 -0.115 1.627 0.746 0.040 0.546
H 2.882 -0.972 2.217 -0.047 0.192 0.321
H 3.265 -2.722 0.258 -0.077 -0.211 -0.057
H 1.675 0.359 2.119 1.074 -0.126 0.384
H 1.511 -2.909 0.641 0.345 0.005 -0.256
H 3.067 1.231 -1.060 -0.029 -0.523 -0.047
H 3.387 0.586 1.496 -0.169 0.059 0.383
C 2.247 -2.481 -0.056 0.088 -0.369 -0.123
H 4.081 -0.243 -1.253 -0.077 0.171 0.101
H 2.080 -2.861 -1.074 0.052 0.105 0.324
H 2.638 -0.038 -2.258 0.249 0.109 0.686
P -2.109 0.780 0.255 -2.859 1.070 -1.514
C -2.476 2.120 -0.951 -0.367 0.036 -0.284
C -3.378 -0.499 0.265 -0.252 -0.288 -0.109
H -0.910 1.250 2.229 -0.664 0.614 0.748
H -2.651 0.987 2.536 0.121 0.056 0.338
H -2.137 2.540 1.822 0.198 -0.033 0.353
C -1.936 1.467 1.871 -0.677 0.815 0.964
H -2.994 -1.309 0.910 -0.340 0.309 -0.282
H -4.306 -0.081 0.684 0.218 -0.175 -0.129
H -3.513 2.482 -0.854 0.358 -0.049 0.100
H -2.350 1.760 -1.999 -0.150 0.260 0.888
H -3.588 -0.892 -0.747 0.176 0.249 0.481
H -1.776 2.963 -0.786 -0.362 -0.406 -0.061
Cl -0.490 -1.621 1.966 0.032 0.172 -0.175
O 0.897 2.427 0.909 -0.936 0.724 -0.090
H 0.314 3.225 0.901 0.833 -0.676 0.063
H 1.812 2.723 0.900 0.203 0.287 0.054
```
Forces are in eV/Å.

Energy relative to the best compared isomer or geometry (same formula, charge and spin) (eV): 0.000
Largest force on an atom (eV/Å): 5.15
HOMO energy (alpha / beta) (eV): -13.15 / -16.12
Net charge: +2
2S+1: 6
LUMO level (alpha / beta) (Ha): -0.262 / -0.344